121
Properties=species:S:1:pos:R:3:forces:R:3 method="wB97M-V/def2-TZVPD" s_squared=2.216 multiplicity=3 homo_ev="-2.471 / -3.609" total_energy_ev=-131839.181 total_charge=-1
W -0.455545 -1.240365 -0.554656 0.167 -2.357 -0.050
Ge -2.484413 -4.340413 0.421246 0.198 0.072 -0.130
Cl -1.181603 1.472459 -7.635379 -0.003 -0.012 0.028
O 0.270207 0.243270 -1.562107 0.360 0.890 -0.089
O -1.361870 -1.444322 -2.532376 0.128 0.373 0.150
N 3.042717 1.277847 -0.149634 0.236 -0.083 0.101
N 1.274592 -1.368529 3.534904 -0.176 0.263 -0.063
N 4.616276 0.415867 -1.587484 0.060 0.325 -0.033
N 5.346605 1.638327 0.297352 0.095 -0.069 0.098
N -0.061142 -1.276261 1.453094 0.046 0.538 -0.114
N 0.849858 -3.370060 2.470723 -0.048 -0.045 0.056
N -4.425434 -0.541972 0.028728 0.227 0.097 0.127
N -2.379789 0.639877 -0.349007 0.081 -0.076 -0.013
N 1.142268 -2.082160 -0.633879 -0.502 0.186 0.147
N 0.175858 1.797678 0.970089 -0.091 0.178 -0.041
N -4.377799 1.842890 -0.014640 -0.264 -0.011 0.004
C 2.420820 -1.742658 1.358943 0.114 0.014 -0.036
C 0.361649 -1.712169 4.597690 0.013 -0.002 -0.019
C 0.281562 0.853148 -2.724140 -0.060 -0.256 0.038
C 3.681819 -2.254449 2.016229 0.050 0.048 0.027
C 0.667826 -4.291905 1.371878 0.003 -0.086 -0.157
C 5.756579 -0.476252 -1.614932 0.000 -0.103 0.087
C 1.285760 2.731576 0.782065 0.053 -0.083 0.037
C -0.478702 0.407713 -3.806592 0.042 0.057 0.038
C -1.813264 1.980799 -0.548236 -0.080 0.146 -0.117
C -0.686636 -0.178687 2.207529 -0.059 -0.095 -0.046
C 2.307317 -0.482178 3.985234 0.058 0.016 -0.002
C -2.010493 -0.519275 -5.976191 -0.010 0.004 -0.053
C -2.034039 -1.191349 -4.758542 0.001 0.003 0.049
C -1.645786 -2.900360 -0.559480 -0.006 0.457 0.172
C 4.600646 -3.024219 1.387026 0.054 0.016 -0.066
C 6.529478 2.148910 -0.352448 0.001 -0.024 -0.056
C -5.610973 1.840033 -0.786081 -0.006 0.011 0.006
C -2.402353 -4.257786 2.378191 -0.023 -0.003 0.084
C -4.646743 -1.304784 -1.197420 -0.083 0.078 0.053
C -1.791927 -6.058531 -0.260246 -0.004 -0.061 0.067
C 2.703405 2.189401 0.916136 -0.018 0.099 -0.097
C 5.545197 1.172693 1.651984 0.047 0.063 -0.018
C 2.283829 -2.347003 -0.039087 -0.168 0.055 -0.144
C -3.632350 0.619846 -0.136360 -0.366 0.072 -0.027
C 1.740049 -4.041978 3.414607 -0.044 0.000 0.064
C -0.465117 1.083069 -5.050768 0.004 0.004 -0.054
C -4.108789 -1.285142 1.241828 -0.050 -0.076 -0.008
C -4.644784 2.162424 1.382087 -0.062 -0.061 0.038
C -1.289639 -0.765864 -3.653325 -0.103 0.030 -0.101
C 3.284308 -3.125822 -0.630564 0.054 0.034 0.021
C 4.438641 -3.476327 0.047006 -0.019 0.039 0.035
C -1.218010 0.616656 -6.099830 -0.002 -0.001 0.020
C 1.118535 -1.942063 2.201781 0.091 -0.030 0.092
C -1.075384 2.483622 0.671827 0.048 -0.005 0.085
C 0.132574 1.119322 2.244660 0.006 0.072 0.079
C 3.549751 0.119374 -2.521727 -0.057 -0.158 -0.035
C -4.388478 -4.572025 -0.068078 -0.072 0.010 0.012
C 4.279476 1.103431 -0.444945 -0.336 -0.047 -0.028
H -5.491714 -1.974878 -1.030692 0.030 -0.049 -0.012
H -5.035910 3.179361 1.445349 0.000 0.008 -0.005
H 1.624635 -4.669154 0.981839 -0.019 0.018 -0.014
H 2.824346 1.728506 1.901828 -0.034 -0.072 0.052
H 2.959919 -0.165118 3.177864 -0.054 0.041 0.012
H -3.728680 2.110034 1.970606 -0.034 -0.003 -0.034
H -1.740994 2.438193 1.544121 0.059 -0.023 -0.037
H 0.920832 1.729132 -2.782976 0.009 0.050 -0.060
H 5.485867 -3.325172 1.939749 -0.005 -0.011 -0.003
H -1.152301 1.941507 -1.402149 0.141 -0.017 -0.013
H 1.881766 0.421244 4.444480 -0.034 0.002 0.021
H 2.108120 -3.378397 4.188718 0.012 -0.001 0.004
H 5.182747 -4.112565 -0.413366 0.021 0.012 -0.004
H 3.992921 -0.239878 -3.452204 -0.001 0.016 0.008
H 5.425646 -1.489464 -1.850442 -0.008 -0.003 0.029
H -4.862505 -2.060262 1.379369 -0.007 0.014 0.004
H 7.374147 1.447334 -0.322807 0.000 -0.031 -0.002
H -1.550675 -3.653691 2.692255 0.017 -0.007 -0.005
H -5.384419 1.480739 1.828088 0.001 -0.003 0.007
H -2.115061 -6.175826 -1.296924 -0.021 0.024 0.010
H -0.708776 -6.132573 -0.236538 0.101 0.010 0.029
H -4.557198 -4.317376 -1.114639 0.011 -0.006 -0.027
H 2.473981 -0.652675 1.188247 0.064 -0.021 0.002
H 3.089397 -3.489587 -1.633037 -0.002 0.009 -0.011
H 2.940705 -0.958339 4.752319 0.008 0.002 -0.002
H -0.281363 1.782996 3.033124 0.021 -0.057 0.026
H 0.850458 -2.298458 5.390059 0.015 0.007 0.006
H 2.978562 1.020278 -2.719248 -0.012 0.037 -0.023
H -5.392731 1.667424 -1.840090 0.019 0.006 0.004
H 2.610440 -4.484649 2.916571 -0.012 -0.001 -0.001
H 1.187278 3.137845 -0.227658 0.012 -0.013 -0.029
H -2.639153 -2.082175 -4.637593 -0.001 0.002 0.002
H 0.145933 1.969698 -5.170574 0.004 -0.003 0.010
H -0.882358 3.550214 0.506655 0.009 0.021 0.017
H -2.622624 2.679711 -0.760617 0.192 -0.044 -0.038
H 4.659706 0.655769 2.003764 -0.095 -0.039 0.018
H 5.765832 2.005342 2.329112 -0.013 -0.017 -0.004
H -5.073120 -3.987459 0.545120 -0.006 0.003 -0.016
H 0.108860 -5.149934 1.753404 -0.034 -0.082 -0.033
H 2.856711 -0.631608 -2.130502 0.008 0.013 -0.030
H -2.218549 -6.879285 0.323304 0.032 -0.016 -0.020
H 6.228152 -0.523077 -0.635640 0.033 0.002 0.013
H -0.470607 -2.299357 4.220611 0.005 -0.035 -0.022
H -6.320139 1.077115 -0.441620 -0.024 0.010 0.002
H -3.121452 -1.752847 1.228462 0.028 -0.011 -0.037
H -2.592754 -0.868755 -6.817859 0.000 -0.004 0.004
H -1.876929 -3.142410 -1.598539 -0.158 0.031 0.030
H -4.631721 -5.628896 0.067207 -0.027 0.008 0.004
H -3.320263 -3.828887 2.785766 -0.001 -0.003 -0.012
H 1.185007 3.589311 1.479837 0.025 -0.063 0.006
H -4.923848 -0.608096 -1.991757 0.009 -0.051 0.003
H -2.283069 -5.264042 2.785999 -0.019 0.007 0.034
H -1.648445 0.042386 1.742098 0.010 -0.003 -0.055
H 1.146528 0.885352 2.527506 0.073 -0.051 0.049
H 6.502902 -0.167326 -2.355337 -0.010 0.019 -0.004
H 3.379547 3.058522 0.931748 -0.012 0.005 -0.016
H 6.310861 2.373616 -1.394430 -0.019 -0.001 0.004
H -6.068870 2.826183 -0.695192 -0.022 -0.009 0.001
H -0.032611 -0.803258 5.073365 -0.012 0.002 -0.008
H 6.851201 3.072628 0.138833 -0.008 0.000 0.022
H 1.179132 -4.854903 3.891689 -0.009 0.011 0.002
H -0.943708 -0.457769 3.227357 0.014 0.000 0.002
H 0.119386 -3.843113 0.553224 -0.053 -0.006 0.007
H -3.777355 -1.868430 -1.529282 0.173 -0.086 0.011
H 3.869492 -1.989748 3.048574 0.012 -0.076 -0.078
H 6.372934 0.453430 1.708149 0.055 0.004 -0.007
H -4.166887 -0.614156 2.102352 0.018 0.016 -0.010